Entry 1:
# CH2O3S

CH2O3S in the gas phase (the ωB97M-V functional and the def2-TZVPD basis, OMol25).

Element x y z (Å)
O 1.150 1.704 0.803
S 0.280 0.585 -0.326
O -0.261 -1.755 -1.588
O -1.077 1.082 -0.215
C -0.151 -1.518 -0.451
H -0.291 -2.246 0.411
H 0.351 2.148 1.365

HOMO: -8.920 eV
net charge: 0

These are the natural (NBO) partial charges, in e, on atoms 1 to 5: -0.889, 1.294, -0.453, -0.908, 0.308

***

Entry 2:
# CH2O3S

2 unconnected molecules or ions with the total composition CH2O3S (the ωB97M-V functional and the def2-TZVPD basis, OMol25).

Element x y z (Å)
C 0.322 0.524 0.225
O -2.998 -0.337 -0.569
O -0.106 1.567 -0.220
S -4.164 0.114 0.227
H 1.288 0.540 0.665
H -1.248 -0.247 -0.063
O -0.420 -0.522 0.279

HOMO (spin up / spin down): -9.965 / -9.971 eV
net charge: 0

These are the natural (NBO) partial charges, in e, on atoms 1 to 5: 0.631, -0.722, -0.617, 0.738, 0.124

***

Entry 3:
# CH2O3S

2 unconnected molecules or ions with the total composition CH2O3S (the ωB97M-V functional and the def2-TZVPD basis, OMol25).

Element x y z (Å)
O -1.100 0.709 0.530
H -0.163 1.141 0.357
C -1.267 -0.488 0.082
H -2.294 -0.957 0.187
O -0.330 -1.063 -0.401
O 2.873 0.775 -0.882
S 2.280 -0.116 0.127

HOMO (spin up / spin down): -9.051 / -8.971 eV
net charge: 0

These are the natural (NBO) partial charges, in e, on atoms 1 to 5: -0.683, 0.513, 0.649, 0.140, -0.614

***

Entry 4:
# CH2O3S

CH2O3S in the gas phase (the ωB97M-V functional and the def2-TZVPD basis, OMol25).

Element x y z (Å)
H -0.693 2.214 -0.052
O -0.376 -0.756 0.645
C 0.767 -0.132 0.019
O 1.533 -1.017 -0.379
S -1.437 0.138 -0.407
O -1.279 1.504 0.399
H 1.486 -1.952 -0.226

HOMO: -8.767 eV
net charge: 0

These are the natural (NBO) partial charges, in e, on atoms 1 to 5: 0.509, -0.715, 0.405, -0.663, 0.820

***

| no. | E_tot (hartree) |
| --- | --- |
| 1 | -663.093480 |
| 2 | -663.144144 |
| 3 | -663.135137 |
| 4 | -663.068830 |